# 1
Molecular formula: C6H12O
Method: DFT, wB97M-V/def2-TZVPD

Results
* E_LUMO: 1.17 eV
* spin multiplicity: 1
* HOMO energy: -9.449 eV
* Kohn-Sham gap: 10.6191 eV
* SMILES string: CCO[C@H]1C[C@H]1C

Geometry (Å):
C -0.31852 -1.16728 2.43170
C -0.37372 0.06199 1.55260
O 0.74784 0.03607 0.69024
C 0.67062 1.05927 -0.24625
C 1.38686 0.88068 -1.53723
C -0.12662 0.78984 -1.50776
C -0.68754 -0.60774 -1.72324
H 0.61935 -1.18486 2.99338
H -0.36587 -2.07212 1.81774
H -1.15434 -1.17593 3.13784
H -0.35030 0.98357 2.15563
H -1.30365 0.08458 0.96220
H 0.71036 2.05538 0.20614
H 1.86484 -0.08240 -1.68865
H 1.94248 1.72725 -1.93428
H -0.79212 1.51087 -1.96075
H -1.78535 -0.63470 -1.70810
H -0.36718 -0.99025 -2.69940
H -0.31715 -1.27421 -0.94182

Mulliken population analysis, charges in e, atoms 1 to 5:
1 C -1.22
2 C -0.20
3 O -0.38
4 C -0.09
5 C -0.83

=====

# 2
Molecular formula: C30H44N6PSbSn
Method: DFT, wB97M-V/def2-TZVPD

Results
* E_LUMO (spin up / spin down): -12.13 / -12.80 eV
* spin multiplicity: 1
* net charge: +4
* HOMO energy (spin up / spin down): -17.879 / -17.878 eV
* Kohn-Sham gap (spin up / spin down): 5.7507 / 5.0789 eV

Geometry (Å):
Sn -0.23572 -0.69511 0.05928
C 0.12350 -0.01641 4.44126
C -0.65691 -1.05236 4.93562
C -1.27956 -1.94163 4.06786
C -1.13297 -1.80137 2.69079
C -0.34001 -0.75961 2.19094
C 0.28628 0.12157 3.06716
C -1.77425 -2.72369 1.72238
C -2.66097 -3.73849 2.10863
C -3.28992 -4.48954 1.15423
C -2.99878 -4.29189 -0.21250
C -3.61371 -5.04849 -1.23925
C -3.23688 -4.88473 -2.54040
C -2.20218 -3.98106 -2.85734
C -1.61294 -3.21336 -1.88755
C -2.02743 -3.32468 -0.54330
N -1.47792 -2.52538 0.43538
H 0.60292 0.67517 5.12246
H -0.77845 -1.17942 6.00306
H -1.86570 -2.74782 4.48769
H 0.90575 0.92401 2.67965
H -2.86541 -3.91814 3.15281
H -4.00657 -5.25000 1.44118
H -4.37625 -5.76768 -0.96703
H -3.70698 -5.46369 -3.32316
H -1.85964 -3.91989 -3.88337
H -0.78068 -2.56141 -2.12576
C -0.42957 -1.27179 -6.19326
Sb -0.80827 -0.23850 -4.36755
C 0.48272 1.45742 -4.38026
C -2.70390 0.67695 -4.68796
H -0.34944 -0.48111 -6.94216
H -1.27769 -1.91906 -6.40411
H 0.48733 -1.85137 -6.13791
H 0.30214 1.94894 -5.33835
H 1.52205 1.14568 -4.31249
H 0.22865 2.11756 -3.55545
H -2.77960 0.79591 -5.77082
H -2.72032 1.64746 -4.19840
H -3.51603 0.05000 -4.32795
C 6.24516 -0.42001 -0.51789
N 5.50966 -1.55889 0.01023
C 5.87510 -1.75804 1.39875
N 5.56384 -0.51045 2.13214
C 6.35271 0.63089 1.65124
N 5.93456 0.78577 0.26765
C 4.58859 1.27347 0.08433
P 3.28359 0.02458 0.65963
C 4.07908 -1.45493 -0.20470
C 4.16661 -0.25409 2.32033
H 5.96590 -0.25381 -1.55656
H 7.31493 -0.61436 -0.46342
H 6.94067 -1.96239 1.48215
H 5.31551 -2.58819 1.82536
H 7.41346 0.39866 1.70460
H 6.14429 1.52438 2.23537
H 4.40786 1.46691 -0.97438
H 4.45619 2.20587 0.63373
H 3.88575 -1.34935 -1.27398
H 3.58936 -2.36848 0.13713
H 3.68630 -1.10043 2.81600
H 4.03313 0.63745 2.93475
C -4.17168 3.19970 0.75327
C -3.08765 2.12892 0.47427
N -1.74842 2.63764 0.80485
C -1.40148 3.73168 -0.11137
C -2.53105 4.78982 -0.15961
N -3.45720 4.49852 0.98406
C -2.67686 4.42113 2.26785
C -1.77619 3.16323 2.18010
H -4.73973 2.97712 1.65419
H -4.86859 3.32041 -0.07305
H -3.09646 1.82590 -0.57349
H -3.28837 1.24922 1.08552
H -1.22279 3.32549 -1.10660
H -0.47312 4.18299 0.23571
H -3.11233 4.74259 -1.07852
H -2.15081 5.80275 -0.04731
H -4.14457 5.24963 1.05650
H -3.37901 4.36841 3.09669
H -2.10041 5.33892 2.36275
H -2.13939 2.37580 2.83940
H -0.76281 3.41254 2.48822

Mulliken population analysis, charges in e, atoms 1 to 5:
1 Sn 0.72
2 C -1.14
3 C -0.97
4 C -0.62
5 C 0.52

=====

# 3
Molecular formula: C41H44N8O5S4Ti
Method: DFT, wB97M-V/def2-TZVPD

Results
* E_LUMO (spin up / spin down): -2.85 / -2.96 eV
* spin multiplicity: 2
* net charge: +1
* HOMO energy (spin up / spin down): -10.016 / -10.247 eV
* Kohn-Sham gap (spin up / spin down): 7.1703 / 7.2875 eV

Geometry (Å):
Ti 0.52612 0.40356 0.36181
C 5.72418 -2.98973 -1.50697
C 5.96223 -1.51930 -1.82202
S 5.78129 -0.47745 -0.37693
C 4.96783 0.97829 -1.04713
C 3.69351 0.76591 -1.87722
S 2.66078 -0.64027 -1.31882
C 2.65655 -1.75793 -2.69689
C 3.03087 -3.22769 -2.34269
S 4.12750 -3.48271 -0.91333
H 6.38994 -3.36029 -0.74870
H 5.97421 -3.59004 -2.39508
H 5.25844 -1.21589 -2.63122
H 6.92836 -1.47128 -2.25982
H 5.63833 1.58502 -1.63182
H 4.71138 1.63748 -0.22428
H 3.92108 0.50502 -2.94258
H 3.06024 1.64701 -1.93129
H 3.51011 -1.43410 -3.31376
H 1.70087 -1.66060 -3.26482
H 3.47842 -3.70841 -3.25246
H 2.20163 -3.85315 -2.11115
C -5.47587 -3.40399 -2.30461
O -4.58820 -2.90356 -1.32763
C -3.51401 -3.70341 -1.06168
C -3.11935 -4.87984 -1.75871
C -2.00756 -5.65113 -1.36526
C -1.21918 -5.24079 -0.33743
C -1.54054 -4.01297 0.31650
C -2.65758 -3.28295 -0.02346
N -2.98929 -2.14933 0.74513
C -2.13308 -1.10400 0.93537
N -2.29715 -0.40454 2.04496
C -1.68243 0.75809 2.52351
C -0.43064 1.23557 2.16210
C -0.03449 2.35890 2.85516
C -0.71637 3.00634 3.87738
C -1.96880 2.46550 4.22854
C -2.44894 1.36162 3.54943
O -3.67684 0.80790 3.81885
C -4.38244 1.31500 4.93136
N -1.07291 -0.90369 0.17113
C -1.28008 -1.15374 -1.21403
C -0.43600 -1.99468 -1.90821
C -0.65144 -2.31618 -3.23272
C -1.80721 -1.89132 -3.83122
C -2.65227 -1.04218 -3.16857
C -2.38535 -0.65293 -1.83259
O -3.19971 0.13976 -1.10094
C -4.51231 0.52819 -1.52170
H -6.35162 -2.75127 -2.35916
H -5.83127 -4.39112 -1.94058
H -4.94199 -3.51258 -3.28588
H -3.66087 -5.24549 -2.61893
H -1.79359 -6.53438 -1.94774
H -0.40911 -5.94168 0.04560
H -1.07810 -3.81459 1.27055
H -3.93488 -1.93534 1.02724
H -3.03451 -0.67178 2.69772
H 0.95593 2.73627 2.68303
H -0.31314 3.85813 4.40377
H -2.53369 2.87451 5.06693
H -5.26837 0.69426 5.03133
H -4.63576 2.34569 4.73501
H -3.84853 1.21877 5.87213
H 0.33381 -2.50967 -1.32576
H -0.13908 -3.08713 -3.78457
H -2.01941 -2.16007 -4.87113
H -3.57645 -0.80171 -3.62641
H -5.08961 -0.28688 -2.00111
H -4.54804 1.39211 -2.12413
H -5.03076 0.73727 -0.58934
N 2.83732 -2.85176 2.39289
C 1.72517 -2.56292 1.67993
N 1.61545 -1.25014 1.62416
C 2.75115 -0.80461 2.27378
N 3.48544 -1.75624 2.75589
C 3.18348 0.62770 2.12397
C 4.15669 1.30796 2.90181
N 4.61989 2.50568 2.61756
C 3.96059 3.12695 1.68069
C 2.84079 2.59247 1.01158
N 2.49459 1.28846 1.19569
H 3.09241 -3.74427 2.70909
H 1.10421 -3.33023 1.20383
H 4.74390 0.80670 3.72740
H 4.18883 4.18004 1.52444
H 2.25400 3.21647 0.34821
O -0.36841 8.61386 0.00177
C -1.03856 7.66035 0.75615
O -1.78348 8.00932 1.63298
C -0.73398 6.21691 0.44529
C -1.63220 5.23193 0.81834
C -1.41906 3.88759 0.44097
C -0.46452 3.64506 -0.52086
S -0.11017 2.05124 -1.23962
C 0.38976 4.68538 -0.94097
C 0.27327 5.96770 -0.52232
H -0.08436 8.28450 -0.86459
H -2.42153 5.51273 1.53166
H -2.00793 3.05981 0.89429
H 1.13227 4.44903 -1.70214
H 0.94020 6.73986 -0.78397

Mulliken population analysis, charges in e, atoms 1 to 5:
1 Ti -0.02
2 C -1.01
3 C -0.28
4 S -0.15
5 C -0.06

=====

# 4
Molecular formula: C2H3N2OP
Method: DFT, wB97M-V/def2-TZVPD

Results
* E_LUMO: -0.20 eV
* spin multiplicity: 1
* HOMO energy: -7.930 eV
* Kohn-Sham gap: 7.7261 eV

Geometry (Å):
C -1.13732 0.31657 -0.58377
C -1.42524 -0.78089 -1.03603
N 0.72169 0.01753 1.88983
N 1.28035 0.14055 0.93133
O 2.97349 -0.89149 -0.61074
P 2.10275 0.52339 -0.42809
H -0.67646 1.22702 -0.52468
H -1.81256 -1.72550 -1.15245
H 2.68612 -1.40664 -1.31225

Mulliken population analysis, charges in e, atoms 1 to 5:
1 C -0.60
2 C -0.35
3 N -0.15
4 N 0.33
5 O -0.50

=====

# 5
Molecular formula: C12H22N2O9P
Method: DFT, wB97M-V/def2-TZVPD

Results
* E_LUMO: 2.21 eV
* spin multiplicity: 1
* net charge: -1
* HOMO energy: -3.782 eV
* Kohn-Sham gap: 5.9900 eV

Geometry (Å):
C 4.20563 0.82810 1.00812
C 3.09902 1.43985 0.01774
C 1.70865 1.68830 0.83511
N 0.79039 0.57945 0.42528
P -0.56143 0.35925 1.54200
N -1.79415 1.61229 1.32633
O -1.34133 -1.09189 0.94743
C 1.20746 3.15060 0.37154
O 0.10358 3.37942 -0.22270
O 2.05755 4.24229 0.58653
H 4.85116 0.05283 0.45151
H 4.90602 1.63356 1.40647
H 3.68960 0.28398 1.86986
H 2.89258 0.69127 -0.81695
H 3.45715 2.42478 -0.46332
H 1.90438 1.61426 1.96808
H 1.35619 -0.28800 0.53916
H -2.67942 1.19858 1.66705
H -1.86417 1.73425 0.29386
H -1.87209 -0.75788 0.17694
C 1.23756 2.95035 -4.12000
C 2.12889 1.89144 -4.74092
C 1.41629 0.95954 -5.67690
O 2.24030 -0.19979 -5.62531
C 2.81277 -0.20367 -4.38910
O 3.40593 -1.13355 -3.91750
O 2.61796 0.98497 -3.75364
H 0.20707 2.59948 -4.01894
H 1.58345 3.22102 -3.11935
H 1.21941 3.84856 -4.74206
H 2.99835 2.36215 -5.21431
H 1.34929 1.34913 -6.69383
H 0.41622 0.67990 -5.33165
C -2.98099 -4.81484 3.33624
C -3.43250 -3.50542 3.95241
C -4.92303 -3.34727 4.03895
O -5.07015 -1.93298 4.05325
C -4.00897 -1.43366 3.35907
O -3.91062 -0.29769 2.99273
O -3.07540 -2.39788 3.12868
H -3.71166 -5.19302 2.61571
H -2.03618 -4.69320 2.80204
H -2.85489 -5.57827 4.10771
H -2.94860 -3.36103 4.92514
H -5.34577 -3.79527 4.93952
H -5.45151 -3.73430 3.16198

Mulliken population analysis, charges in e, atoms 1 to 5:
1 C -1.08
2 C -0.30
3 C 0.12
4 N -0.27
5 P -0.02

=====

# 6
Molecular formula: H2
Method: DFT, wB97M-V/def2-TZVPD

Results
* E_LUMO: 0.99 eV
* spin multiplicity: 1
* HOMO energy: -12.417 eV
* Kohn-Sham gap: 13.4047 eV

Geometry (Å):
H 0.04829 0.44643 0.38337
H -0.04829 -0.44643 -0.38337

Mulliken charges, unit e, in atom order:
1 H 0.00
2 H 0.00

=====

- Look up the spin multiplicity of the sixth one.
  1